Record 1
The following is a quantum chemistry calculation of one molecule with the formula C3H6N4O in a non-equilibrium geometry, from the OMol25 dataset.

Structure (ORCA input):
```
! RIJCOSX wB97M-V def2-TZVPD def2/J DEFGRID3
* xyz 0 1
N -2.03 0.84 -1.87
N -0.86 1.37 -0.99
C -0.17 0.37 -0.36
N 1.04 0.79 0.12
C 1.72 0.32 1.50
C 1.15 -1.21 1.38
N 0.30 -1.81 0.64
O -0.79 -0.88 -0.24
H -1.77 -0.03 -2.36
H -2.60 0.40 -1.18
H -0.77 2.32 -1.03
H 2.96 0.21 1.57
H 1.73 1.02 2.53
H 1.50 -2.06 1.96
*
```

Calculated total energy: -411.928790 Ha
Frontier orbital gap: 9.1 eV
E_LUMO: 0.4 eV
SMILES: NNC1=NCC=NO1


Record 2
The following is a quantum chemistry calculation of one molecule with the formula C3H6N4O in a non-equilibrium geometry, from the OMol25 dataset.

Structure (ORCA input):
```
! RIJCOSX wB97M-V def2-TZVPD def2/J DEFGRID3
* xyz 0 1
H -2.39 1.87 -0.39
N -1.67 1.23 -1.07
C -1.07 0.91 0.19
N -1.13 1.82 1.37
N -0.20 1.55 2.19
O 0.39 0.34 1.82
N 0.13 0.26 0.43
C 0.34 -1.09 0.14
C 1.16 -1.09 -1.13
H 1.03 -1.52 0.97
H -0.67 -1.39 0.12
H 2.06 -0.67 -1.02
H 1.32 -1.92 -1.64
H 0.69 -0.30 -1.99
*
```

Calculated total energy: -411.927575 Ha
Frontier orbital gap: 8.7 eV
E_LUMO: -0.7 eV
SMILES: [H]/N=c1\nnon1CC


Record 3
The following is a quantum chemistry calculation of one molecule with the formula C3H6N4O in a non-equilibrium geometry, from the OMol25 dataset.

Structure (ORCA input):
```
! RIJCOSX wB97M-V def2-TZVPD def2/J DEFGRID3
* xyz 0 1
N -1.45 -1.61 0.01
C -0.40 -0.74 0.00
N 0.95 -1.24 -0.07
C 1.83 -0.14 -0.07
O 3.07 -0.14 0.01
N 1.10 1.05 -0.05
C -0.15 0.72 -0.21
N -1.07 1.77 0.01
H -2.20 -1.30 0.60
H -1.62 -2.05 -0.95
H 1.41 -2.25 0.47
H 1.46 2.02 -0.23
H -1.92 1.89 -0.48
H -1.00 2.03 0.97
*
```

Calculated total energy: -412.124550 Ha
Frontier orbital gap: 7.6 eV
E_LUMO: 0.6 eV
SMILES: Nc1[nH]c(=O)[nH]c1N


Record 4
The following is a quantum chemistry calculation of C3H6N4O as an isolated structure in a non-equilibrium geometry, from the OMol25 dataset.

Structure (ORCA input):
```
! RIJCOSX wB97M-V def2-TZVPD def2/J DEFGRID3
* xyz 0 1
C 0.44 1.11 -0.79
C -0.52 1.10 1.40
C -0.34 -2.28 0.67
H 0.60 0.46 -2.82
H -0.69 -0.22 -2.03
H 1.77 1.78 0.37
H -0.99 1.87 1.90
H -0.64 -3.09 -0.28
H 0.25 -3.07 1.59
N -0.04 0.74 -2.08
N 1.75 1.36 -0.65
N -0.43 -0.17 1.84
N -0.61 -1.02 0.73
O -0.54 1.43 0.14
*
```

Calculated total energy: -411.996477 Ha
Frontier orbital gap: 9.4 eV
E_LUMO: -0.1 eV


Record 5
The following is a quantum chemistry calculation of one molecule with the formula C3H6N4O2 in a non-equilibrium geometry, from the OMol25 dataset.

Structure (ORCA input):
```
! RIJCOSX wB97M-V def2-TZVPD def2/J DEFGRID3
* xyz 0 1
N -2.76 0.16 0.20
N -1.86 -0.78 -0.43
C -0.46 -0.81 -0.21
N 0.20 -1.93 -0.11
O 1.52 -1.45 0.00
C 1.62 -0.12 -0.04
N 2.83 0.36 0.08
C 0.34 0.38 -0.13
O 0.02 1.68 -0.38
H -2.83 0.20 1.28
H -2.35 1.11 -0.15
H -2.29 -1.71 -0.33
H 3.05 1.26 -0.28
H 3.59 -0.35 -0.03
H -0.60 1.99 0.54
*
```

Calculated total energy: -487.292903 Ha
Frontier orbital gap: 8.5 eV
E_LUMO: 0.3 eV
SMILES: NNc1noc(N)c1O


Record 6
The following is a quantum chemistry calculation of one molecule with the formula C3H6N4O3 in a non-equilibrium geometry, from the OMol25 dataset.

Structure (ORCA input):
```
! RIJCOSX wB97M-V def2-TZVPD def2/J DEFGRID3
* xyz 0 1
N 1.84 1.02 0.96
C 2.17 0.02 -0.01
N 3.52 -0.36 0.04
N 1.39 -0.69 -0.78
N 0.15 -0.79 -0.52
C -0.89 0.07 -0.63
O -0.91 1.40 -0.71
C -2.20 -0.34 0.14
O -2.40 -1.44 0.93
O -3.08 0.70 0.09
H 0.86 1.55 0.97
H 2.51 1.92 1.22
H 3.73 -1.27 -0.07
H 3.80 0.13 1.14
H -0.13 -1.88 -0.65
H -2.43 1.51 0.03
*
```

Calculated total energy: -562.514700 Ha
Frontier orbital gap: 8.8 eV
E_LUMO: -0.4 eV
SMILES: NC(N)=NNC(=O)C(=O)O


Record 7
The following is a quantum chemistry calculation of one molecule with the formula C3H6N4S in a non-equilibrium geometry, from the OMol25 dataset.

Structure (ORCA input):
```
! RIJCOSX wB97M-V def2-TZVPD def2/J DEFGRID3
* xyz 0 1
H 1.51 2.41 0.16
N 1.71 1.93 -0.63
C 1.17 0.80 -0.84
C 1.47 0.01 -2.24
S 2.61 0.45 -3.26
N 0.60 -0.98 -2.18
N -0.16 -1.10 -1.02
N 0.16 0.12 -0.28
C -0.40 0.15 1.07
H 0.60 -1.68 -2.80
H -1.12 -1.04 -1.26
H -0.32 -0.83 1.65
H 0.04 1.01 1.56
H -1.54 0.35 1.32
*
```

Calculated total energy: -735.004023 Ha
Frontier orbital gap: 8.9 eV
E_LUMO: 0.6 eV
SMILES: [H]/N=c1/c(=S)[nH][nH]n1C


Record 8
The following is a quantum chemistry calculation of one molecule with the formula C3H6N4S in a non-equilibrium geometry, from the OMol25 dataset.

Structure (ORCA input):
```
! RIJCOSX wB97M-V def2-TZVPD def2/J DEFGRID3
* xyz 0 1
C -0.22 -2.17 0.00
N 0.13 -0.80 -0.30
N -0.77 0.24 -0.18
C -0.01 1.35 0.15
N -0.58 2.54 0.02
N 1.21 1.09 0.41
C 1.32 -0.25 0.18
S 2.71 -1.09 0.46
H -0.69 -2.00 0.92
H -0.81 -2.77 -0.75
H 0.71 -2.73 0.07
H -1.35 0.45 -1.03
H -0.04 3.34 0.15
H -1.61 2.81 -0.11
*
```

Calculated total energy: -735.093331 Ha
Frontier orbital gap: 8.2 eV
E_LUMO: 0.4 eV
SMILES: Cn1[nH]c(N)nc1=S


Record 9
The following is a quantum chemistry calculation of one molecule with the formula C3H6N4S in a non-equilibrium geometry, from the OMol25 dataset.

Structure (ORCA input):
```
! RIJCOSX wB97M-V def2-TZVPD def2/J DEFGRID3
* xyz 0 1
N 2.79 0.67 0.24
N 1.71 -0.18 0.50
C 0.52 0.04 0.16
C -0.43 -1.11 0.35
N -1.42 -1.06 -0.67
N -2.30 0.05 -0.70
C -1.85 1.25 -0.64
S 0.01 1.48 -0.70
H 3.53 0.46 1.02
H 2.62 1.73 0.23
H 0.13 -2.07 0.21
H -0.82 -1.24 1.55
H -1.90 -2.02 -0.67
H -2.58 1.99 -0.86
*
```

Calculated total energy: -735.008165 Ha
Frontier orbital gap: 9.4 eV
E_LUMO: 0.8 eV
SMILES: N/N=C1/CNN=CS1


Record 10
The following is a quantum chemistry calculation of C3H6N5O2 as an isolated structure in a non-equilibrium geometry, from the OMol25 dataset.

Structure (ORCA input):
```
! RIJCOSX wB97M-V def2-TZVPD def2/J DEFGRID3
* xyz 1 1
C 0.53 -0.04 0.12
C 1.09 1.25 0.08
C -1.25 -0.73 0.14
N 2.38 1.02 0.05
N 1.45 -1.00 0.08
N 0.61 2.53 0.10
N -1.09 -2.01 -0.03
N -2.30 0.03 0.05
O 1.49 -2.23 0.13
O 2.64 -0.30 -0.03
H 0.42 2.92 -0.82
H 1.38 2.98 0.56
H -0.17 -2.41 0.15
H -1.80 -2.67 -0.31
H -2.15 0.99 -0.10
H -3.22 -0.32 -0.18
*
```

Calculated total energy: -541.733877 Ha
Frontier orbital gap: 9.6 eV
E_LUMO: -4.3 eV


Record 11
The following is a quantum chemistry calculation of a 5-piece molecular cluster, C3H6N5O4 overall in a non-equilibrium geometry, from the OMol25 dataset.

Structure (ORCA input):
```
! RIJCOSX wB97M-V def2-TZVPD def2/J DEFGRID3
* xyz 1 1
C -2.68 3.77 -1.96
C -5.25 -0.51 1.69
C 0.84 -0.20 -1.60
N -1.15 0.09 -1.29
N 1.89 -0.52 -1.80
N -2.59 -1.63 -0.94
N -2.35 -0.41 -1.17
N 8.24 -1.03 2.54
O -2.87 4.89 -1.89
O -4.76 -1.35 1.04
O -2.53 2.64 -2.06
O -5.74 0.29 2.30
H -1.38 1.14 -1.13
H -3.53 -1.92 -0.52
H -1.95 -2.45 -1.03
H 8.12 -0.08 2.89
H 8.82 -1.65 3.21
H 8.85 -1.07 1.72
*
```

Calculated total energy: -692.208867 Ha
Frontier orbital gap: 3.4 eV
E_LUMO: -7.9 eV


Record 12
The following is a quantum chemistry calculation of C3H6NO2 as an isolated structure in a non-equilibrium geometry, from the OMol25 dataset.

Structure (ORCA input):
```
! RIJCOSX wB97M-V def2-TZVPD def2/J DEFGRID3
* xyz -1 1
C -0.40 0.24 0.00
C 0.82 -1.39 0.22
C 0.49 1.40 -0.33
N -1.65 -0.06 0.16
O -2.50 0.89 0.34
O -1.96 -1.29 0.29
H 0.42 -2.16 -0.36
H 1.90 -1.02 -0.17
H 0.91 -1.63 1.25
H -0.16 2.28 -0.30
H 0.79 1.37 -1.43
H 1.34 1.36 0.33
*
```

Calculated total energy: -322.979596 Ha
Frontier orbital gap: 6.9 eV
E_LUMO: 4.3 eV